No. 1
DFT (ωB97M-V/def2-TZVPD) results for 7 unconnected molecules or ions with the total composition C98H56O14 in a non-equilibrium geometry.

```
168
Properties=species:S:1:pos:R:3:lowdin_charge:R:1
O -1.422 15.532 6.398 0.07
C -1.547 15.337 7.623 -0.27
C -1.376 16.394 8.623 -0.07
C -0.731 17.603 8.166 0.02
C -0.423 18.637 9.071 -0.04
C -0.750 18.441 10.453 -0.02
C -1.311 17.188 10.840 -0.03
C -1.704 16.207 9.995 -0.10
C -2.437 14.945 10.368 -0.24
O -2.900 14.780 11.493 0.10
C -2.059 13.763 9.485 -0.09
C -2.122 12.503 10.074 0.01
C -1.883 11.384 9.246 -0.05
C -1.695 11.545 7.891 -0.08
C -1.554 12.790 7.337 0.00
C -1.753 13.947 8.128 -0.07
H -0.470 17.522 7.121 0.11
H 0.132 19.501 8.736 0.10
H -0.600 19.033 11.344 0.10
H -1.320 17.055 11.912 0.12
H -2.331 12.458 11.133 0.12
H -1.979 10.408 9.699 0.10
H -1.708 10.755 7.155 0.11
H -1.421 12.862 6.267 0.12
O 12.521 -4.534 11.268 0.11
C 12.315 -4.107 10.148 -0.27
C 10.963 -4.133 9.535 -0.13
C 9.929 -4.572 10.276 0.01
C 8.573 -4.547 9.757 -0.02
C 8.415 -4.027 8.486 -0.08
C 9.492 -3.663 7.696 0.00
C 10.781 -3.680 8.222 -0.05
C 11.888 -2.919 7.525 -0.32
O 11.754 -2.430 6.452 0.13
C 13.126 -2.655 8.194 -0.09
C 14.093 -1.803 7.617 0.00
C 15.201 -1.510 8.321 -0.07
C 15.501 -2.217 9.500 -0.05
C 14.611 -3.126 10.037 0.00
C 13.340 -3.244 9.448 -0.06
H 10.145 -5.011 11.239 0.12
H 7.751 -4.848 10.390 0.10
H 7.381 -3.947 8.187 0.11
H 9.232 -3.258 6.729 0.12
H 13.852 -1.454 6.623 0.12
H 15.802 -0.678 7.986 0.11
H 16.415 -1.977 10.023 0.10
H 14.937 -3.469 11.007 0.12
O 1.899 -9.530 -13.616 0.03
C 1.875 -8.968 -12.459 -0.20
C 2.843 -7.849 -12.179 -0.06
C 3.600 -7.301 -13.235 0.00
C 4.496 -6.315 -12.915 -0.09
C 4.734 -6.031 -11.615 -0.07
C 4.095 -6.608 -10.490 0.02
C 3.088 -7.520 -10.780 -0.09
C 2.255 -8.143 -9.722 -0.21
O 2.646 -7.896 -8.560 0.07
C 1.093 -9.129 -10.069 -0.07
C 0.153 -9.679 -9.249 -0.04
C -1.049 -10.262 -9.636 -0.05
C -1.236 -10.505 -11.006 -0.04
C -0.262 -10.044 -11.910 0.00
C 0.874 -9.427 -11.403 -0.11
H 3.401 -7.564 -14.263 0.12
H 4.911 -5.748 -13.736 0.11
H 5.469 -5.242 -11.545 0.11
H 4.289 -6.183 -9.516 0.12
H 0.180 -9.552 -8.177 0.12
H -1.676 -10.644 -8.844 0.11
H -2.145 -11.015 -11.291 0.10
H -0.436 -10.239 -12.958 0.12
O -9.801 8.157 2.786 0.09
C -9.692 7.279 1.929 -0.25
C -8.472 7.066 0.945 -0.03
C -7.340 7.958 1.094 0.01
C -6.226 7.832 0.225 -0.06
C -6.272 6.996 -0.909 -0.07
C -7.351 6.163 -1.025 -0.02
C -8.377 6.115 -0.085 -0.11
C -9.485 5.143 -0.250 -0.23
O -9.539 4.342 -1.211 0.07
C -10.689 5.268 0.750 -0.05
C -11.769 4.380 0.512 -0.01
C -12.942 4.419 1.290 -0.05
C -12.913 5.281 2.384 -0.09
C -11.850 6.087 2.708 0.00
C -10.716 6.209 1.816 -0.07
H -7.261 8.891 1.632 0.11
H -5.454 8.587 0.248 0.10
H -5.423 6.910 -1.570 0.11
H -7.046 5.418 -1.745 0.12
H -11.805 3.606 -0.240 0.11
H -13.743 3.749 1.015 0.11
H -13.857 5.232 2.906 0.10
H -12.006 6.561 3.666 0.12
O 1.958 -0.641 2.853 0.05
C 1.317 -0.097 1.891 -0.22
C 1.285 -0.449 0.451 -0.09
C 2.039 -1.577 0.081 -0.02
C 2.051 -2.054 -1.157 -0.08
C 1.307 -1.375 -2.095 -0.04
C 0.459 -0.302 -1.750 0.02
C 0.546 0.255 -0.482 -0.09
C -0.354 1.354 -0.054 -0.33
O -0.784 1.943 -1.001 0.13
C -0.619 1.533 1.352 -0.05
C -1.708 2.362 1.795 0.04
C -2.044 2.302 3.150 -0.12
C -1.367 1.660 4.106 -0.08
C -0.274 0.857 3.696 0.02
C 0.181 0.785 2.339 -0.03
H 2.611 -2.119 0.820 0.12
H 2.526 -2.991 -1.407 0.12
H 1.324 -1.631 -3.144 0.11
H -0.078 0.162 -2.564 0.12
H -2.481 2.994 1.384 0.12
H -2.793 2.936 3.600 0.11
H -1.732 1.724 5.120 0.11
H 0.246 0.501 4.573 0.11
O -4.895 3.550 -8.614 0.09
C -4.024 2.839 -9.114 -0.26
C -3.191 3.406 -10.175 -0.09
C -3.374 4.763 -10.556 0.03
C -2.750 5.341 -11.714 -0.06
C -1.989 4.512 -12.466 -0.08
C -1.731 3.156 -12.091 0.03
C -2.280 2.595 -10.894 -0.08
C -1.994 1.197 -10.488 -0.23
O -1.131 0.554 -11.071 0.09
C -2.798 0.616 -9.221 -0.04
C -2.697 -0.713 -8.736 -0.03
C -3.454 -1.075 -7.717 -0.10
C -4.345 -0.225 -7.061 -0.03
C -4.478 1.044 -7.579 -0.02
C -3.733 1.416 -8.662 -0.12
H -4.054 5.300 -9.911 0.11
H -3.004 6.379 -11.869 0.11
H -1.641 4.922 -13.402 0.10
H -1.000 2.651 -12.705 0.11
H -2.066 -1.463 -9.190 0.12
H -3.383 -2.099 -7.378 0.11
H -4.966 -0.496 -6.220 0.11
H -5.288 1.614 -7.147 0.12
O -2.112 -11.555 -0.525 0.10
C -1.105 -11.692 0.178 -0.27
C -0.498 -13.010 0.407 -0.09
C -1.275 -14.177 0.284 -0.01
C -0.806 -15.465 0.565 -0.02
C 0.639 -15.670 0.623 -0.04
C 1.394 -14.544 0.857 0.00
C 0.815 -13.225 0.838 -0.10
C 1.586 -12.124 1.333 -0.25
O 2.835 -12.300 1.543 0.06
C 0.868 -10.825 1.536 -0.08
C 1.449 -9.767 2.140 -0.03
C 0.804 -8.520 2.430 -0.03
C -0.508 -8.312 1.889 -0.05
C -1.159 -9.372 1.223 0.00
C -0.510 -10.618 1.072 -0.05
H -2.324 -13.921 0.265 0.11
H -1.408 -16.357 0.480 0.10
H 1.192 -16.576 0.825 0.10
H 2.450 -14.728 0.988 0.12
H 2.374 -9.823 2.696 0.12
H 1.348 -7.681 2.838 0.10
H -0.918 -7.332 2.080 0.10
H -2.202 -9.355 0.943 0.11
```

Properties
**Calculated total energy**: -4821.26591 Ha
**Relative energy (zero: lowest compared OMol25 entry of this formula, charge and spin)**: 178.5 kcal per mole
**Orbital gap**: 8.1497 eV
**SMILES**: O=C1c2ccccc2C(=O)c2ccccc21.O=C1c2ccccc2C(=O)c2ccccc21.O=C1c2ccccc2C(=O)c2ccccc21.O=C1c2ccccc2C(=O)c2ccccc21.O=C1c2ccccc2C(=O)c2ccccc21.O=C1c2ccccc2C(=O)c2ccccc21.O=C1c2ccccc2C(=O)c2ccccc21
**E_LUMO**: -1.43 eV


No. 2
DFT (ωB97M-V/def2-TZVPD) results for 2 unconnected molecules or ions with the total composition C9H10BrN2O in a non-equilibrium geometry.

```
23
Properties=species:S:1:pos:R:3:lowdin_charge:R:1
C 0.310 -1.525 0.189 -0.02
C -1.722 -0.227 0.305 -0.02
C -0.435 -2.707 0.115 -0.06
C -2.446 -1.328 0.045 -0.13
C -0.272 -0.273 0.279 -0.20
C -1.844 -2.583 -0.135 -0.57
C 1.131 2.759 1.440 -0.04
C 0.521 0.858 0.557 -0.27
C 1.161 0.450 -2.380 0.12
N 2.251 2.005 1.307 0.12
N 0.061 2.049 0.949 0.21
O 1.850 0.728 0.738 0.09
Br -2.902 -4.183 -0.626 0.72
H 1.394 -1.498 0.091 0.13
H -2.328 0.687 0.427 0.12
H 0.000 -3.777 0.001 0.15
H -3.557 -1.307 0.232 0.14
H 1.395 3.750 1.721 0.15
H 1.818 1.298 -2.210 0.01
H 1.148 -0.227 -3.245 0.02
H 0.300 0.364 -1.770 -0.05
H 3.093 2.297 0.892 0.15
H -0.929 2.389 1.078 0.22
```

Properties
**Calculated total energy**: -3107.24140 Ha
**Relative energy (zero: lowest compared OMol25 entry of this formula, charge and spin)**: 65.6 kcal per mole
**Orbital gap (spin up / spin down)**: 6.3632 / 7.3433 eV
**Charge**: +1
**E_LUMO (spin up / spin down)**: -4.63 / -4.76 eV